The following is a DFT calculation (ωB97M-V/def2-TZVPD) of a molecular structure, C31H57AsCsFN2Se2.

Geometry (Å):
Cs -0.0724 -0.6632 -0.2698
C -3.2811 -2.5803 1.3931
C -3.0548 -1.1698 1.9006
C -2.3479 -0.9414 3.0879
C -1.9920 -2.1117 3.9870
C -2.0347 0.3720 3.4707
C -1.1315 0.6222 4.6629
C -2.5765 1.4508 2.7575
C -2.3550 2.8754 3.2185
C -3.3733 1.2161 1.6300
C -4.0616 2.3537 0.9108
C -3.5484 -0.0897 1.1609
C -4.3018 -0.3201 -0.1285
H -4.3448 -2.8049 1.2827
H -2.8482 -3.3311 2.0477
H -2.8288 -2.7159 0.4071
H -1.1175 -2.6718 3.6446
H -2.8239 -2.8135 4.0446
H -1.7894 -1.7859 5.0031
H -1.6953 0.8330 5.5770
H -0.4751 1.4702 4.4788
H -0.4820 -0.2266 4.8605
H -3.3044 3.3482 3.4788
H -1.8992 3.4858 2.4354
H -1.7199 2.9356 4.0963
H -3.5842 2.5886 -0.0428
H -4.0700 3.2660 1.5008
H -5.0991 2.0967 0.6872
H -5.3854 -0.3067 0.0307
H -4.0498 -1.2781 -0.5737
H -4.0759 0.4537 -0.8637
N 2.0124 0.0752 -2.4083
C 3.0847 -0.8605 -2.7744
C 3.4299 -1.7569 -1.6000
N 2.3549 -2.7237 -1.3152
H 1.8224 0.7166 -3.1695
H 2.3343 0.6492 -1.6308
H 3.9974 -0.3532 -3.1031
H 2.7405 -1.4763 -3.6108
H 3.5655 -1.1361 -0.7116
H 4.3926 -2.2382 -1.7961
H 2.5577 -3.2008 -0.4432
H 2.3544 -3.4373 -2.0351
C -1.0020 3.5069 -3.5790
Se -1.6279 2.5304 -2.0212
C -0.5674 3.4982 -0.6891
C 0.9397 3.2629 -0.7885
Se 1.6326 1.9539 0.7055
C 1.4976 3.4509 1.9446
H -1.2890 4.5517 -3.4923
H -1.4764 3.0694 -4.4538
H 0.0785 3.4232 -3.6667
H -0.9771 3.1287 0.2576
H -0.8533 4.5470 -0.7737
H 1.4922 4.2029 -0.7371
H 1.2083 2.7837 -1.7324
H 2.1279 4.2615 1.5905
H 1.8321 3.1227 2.9238
H 0.4653 3.7917 2.0031
C -4.5048 -3.2919 -2.8536
C -3.1956 -3.1885 -3.6337
As -1.6634 -2.8471 -2.4526
C -1.4857 -4.6350 -1.6480
C -1.2410 -5.8045 -2.5956
C -0.1892 -2.9152 -3.7712
C -0.5066 -3.4483 -5.1664
H -5.3327 -3.5490 -3.5181
H -4.7535 -2.3491 -2.3654
H -4.4571 -4.0628 -2.0801
H -3.2361 -2.3598 -4.3413
H -3.0149 -4.0940 -4.2113
H -2.3951 -4.7930 -1.0653
H -0.6718 -4.5524 -0.9240
H -2.0543 -5.9212 -3.3133
H -1.1606 -6.7404 -2.0388
H -0.3146 -5.6802 -3.1581
H 0.5949 -3.5068 -3.3000
H 0.2007 -1.8981 -3.8305
H -0.9005 -4.4640 -5.1408
H 0.3989 -3.4618 -5.7776
H -1.2372 -2.8243 -5.6820
F 2.8506 -4.8598 1.6790
C 2.7065 -3.5221 1.9135
C 3.8116 -2.6979 1.8375
C 3.6617 -1.3384 2.0767
C 2.4141 -0.7617 2.4154
C 2.2609 0.6470 2.6819
C 1.3170 -1.6557 2.4473
C 1.4571 -3.0177 2.2077
H 4.7806 -3.1256 1.6070
H 4.5350 -0.6955 2.0448
H 3.1811 1.1308 3.0049
H 1.4271 0.8759 3.3430
H 0.3435 -1.2630 2.7304
H 0.6187 -3.7021 2.2803

Results
ΔE to the lowest compared entry with this formula, charge and spin = 62.2 kJ/mol
2S+1 = 1
total energy = -230847.3946 eV
Kohn-Sham gap = 5.34 eV
HOMO level = -5.27 eV

Mulliken atomic charge list, values in e, 8 entries: number 1, Cs, carries 0.974; number 2, C, carries -1.673; number 3, C, carries 0.976; number 4, C, carries 0.798; number 5, C, carries -2.085; number 6, C, carries 1.352; number 7, C, carries -2.842; number 8, C, carries 0.947